Computed, not measured: 2 unconnected molecules or ions with the total composition C4H3Cl2N in a non-equilibrium geometry, with ωB97M-V/def2-TZVPD.

Each line ends with the Löwdin charge.
Geometry (Å):
C  1.49  1.56  1.05  -0.689
C  2.14  0.77  0.48  -0.928
C  -0.35  -0.50  0.16  -0.384
C  -1.29  -0.72  -0.86  -0.094
N  -0.06  -0.69  1.25  0.163
Cl  0.07  2.31  1.21  0.716
Cl  2.89  -0.44  0.07  0.894
H  -1.94  -1.57  -0.53  0.101
H  -1.01  -0.95  -1.96  0.112
H  -1.94  0.24  -0.86  0.109

Summary:
HOMO level (eV): -9.13
Largest force on an atom (eV/A): 8.5
Kohn-Sham gap (eV): 9.630
Charge: 0
E_LUMO (eV): 0.5

=====

Computed, not measured: a molecular structure, C4H3Cl3O2S in a non-equilibrium geometry, with ωB97M-V/def2-TZVPD.

Each line ends with the Löwdin charge.
Geometry (Å):
C  -1.57  0.96  -0.77  -0.164
C  -0.49  0.16  1.33  -1.257
C  1.87  -0.13  0.67  0.006
C  0.59  -0.47  0.69  -0.930
O  -1.14  -0.70  -2.95  -0.342
O  0.75  0.64  -1.91  -0.349
S  -0.61  0.08  -1.82  0.602
Cl  -0.29  1.63  2.11  0.744
Cl  0.24  -1.90  -0.18  0.764
Cl  -1.73  -0.81  1.88  0.731
H  -2.46  0.34  -0.43  0.006
H  2.17  0.89  1.12  0.102
H  2.70  -0.70  0.25  0.087

Summary:
HOMO level (spin up / spin down) (eV): -9.46 / -8.85
Largest force on an atom (eV/A): 3.5
Kohn-Sham gap (spin up / spin down) (eV): 7.678 / 6.838
Charge: 0
E_LUMO (spin up / spin down) (eV): -1.8 / -2.0

=====

Computed, not measured: a molecular structure, C4H3Cl4NOS in a non-equilibrium geometry, with ωB97M-V/def2-TZVPD.

Each line ends with the Löwdin charge.
Geometry (Å):
O  -1.06  -0.91  -1.57  0.052
Cl  1.20  -2.01  2.01  0.604
Cl  3.08  -0.25  1.11  0.632
Cl  1.15  -2.64  -0.90  0.731
Cl  1.97  -0.13  -1.78  0.697
S  0.37  0.62  1.57  0.928
C  -0.34  -0.46  -0.70  -0.678
N  -0.68  0.47  0.21  -0.330
C  -1.81  1.52  -0.06  0.000
C  1.42  -0.65  0.95  -1.599
C  1.07  -0.98  -0.52  -1.258
H  -2.12  2.04  0.83  0.067
H  -1.49  2.28  -0.66  0.050
H  -2.75  1.10  -0.48  0.107

Summary:
HOMO level (eV): -8.97
Largest force on an atom (eV/A): 3.1
Kohn-Sham gap (eV): 9.270
Charge: 0
E_LUMO (eV): 0.3

=====

Computed, not measured: a single C4H3ClFNO molecule in a non-equilibrium geometry, with ωB97M-V/def2-TZVPD.

Each line ends with the Löwdin charge.
Geometry (Å):
C  -0.15  1.02  -1.41  -0.005
C  0.00  0.14  -0.23  -0.227
C  0.34  -0.46  1.85  -0.742
C  -0.27  -1.19  0.01  -0.318
H  0.84  1.39  -1.67  0.081
H  -0.77  1.92  -1.20  0.098
H  -0.54  0.49  -2.28  0.092
N  -0.03  -1.60  1.30  0.171
O  0.49  0.61  0.97  0.032
F  -0.75  -2.10  -0.83  0.100
Cl  0.83  -0.21  3.50  0.718

Summary:
HOMO level (eV): -9.04
Largest force on an atom (eV/A): 2.8
Kohn-Sham gap (eV): 9.722
Charge: 0
E_LUMO (eV): 0.7

=====

Calculated values (eV) of relative energy (zero: lowest compared OMol25 entry of this formula, charge and spin) for the records, taken in order: 4.8414, 5.2680, 0.6017, 0.1335.